Here is one molecule with the formula C24H23N3O8 in a non-equilibrium geometry from the Open Molecules 2025 dataset. Energies are from ωB97M-V with the def2-TZVPD basis set.

XYZ file:
```
58
Properties=species:S:1:pos:R:3
H -1.36243 -3.50180 1.58394
C -3.32719 1.77270 -1.92456
H -3.84268 3.82437 2.70455
C 1.68924 0.31818 -2.00829
H -3.73780 2.70798 -2.30171
C -3.74859 3.07194 1.92239
C -1.29693 -2.53095 -0.22472
C 3.78567 -0.48313 -0.38095
H 3.51131 -2.86267 0.73782
C 1.62105 -0.89164 -1.35446
N 1.57734 -3.30887 0.15910
C 1.00049 3.31107 -1.51340
C -0.60607 3.94549 -0.11011
H 0.35489 -0.51971 4.02682
C -0.63214 -0.24745 4.41587
C 2.80491 1.13569 -1.84530
H -3.77410 3.55164 0.94211
H -1.22487 -1.15478 4.57421
O 0.61869 -6.38939 1.44820
C 1.93971 3.21898 -2.63418
H 2.43504 -4.77117 1.31861
O -1.16484 -2.62782 -1.43134
C -0.10566 4.12418 -1.41245
O -1.29067 0.66347 3.57180
H -0.49738 -4.74516 -0.94041
C -2.25198 1.25194 1.52928
C 0.22588 3.04528 0.49068
C -1.26144 -0.95296 1.75238
H 0.22171 2.62633 1.47719
H 4.72273 1.36651 -0.93720
H 0.88882 0.63342 -2.66176
C 3.85922 0.72806 -1.03678
C 0.53313 -5.33741 0.85478
O 1.19377 2.65489 -0.34200
N -1.18564 -3.60021 0.59850
H -4.58192 2.36743 1.99464
C -0.71910 -4.87802 0.12373
O -3.09430 1.99210 -0.55251
C -2.53289 0.98575 0.18028
C -2.21809 -0.26087 -0.34339
H -2.42683 -0.50945 -1.37063
C 2.66552 -1.30560 -0.52213
H -2.39899 1.54487 -2.45616
O 1.89457 3.97109 -3.57296
C -1.60935 -1.23431 0.43582
H -0.72314 -1.67789 2.34043
H -4.04976 0.96785 -2.08789
H 0.77131 -1.53818 -1.49490
H -0.48570 4.75886 -2.18598
C -1.58083 0.28056 2.29778
H -0.51189 0.27060 5.36590
H -1.45889 4.41729 0.32932
O -2.51408 2.42978 2.17004
N 1.58623 -4.47088 0.82687
O 2.93748 2.30729 -2.55266
H 4.60456 -0.79630 0.25077
C 2.61237 -2.56861 0.17876
H -1.48307 -5.65215 0.24901
```

Results
Kohn-Sham gap ... 0.315 Ha
SMILES string ... COc1cc(C(=O)NCC(=O)N/N=C/c2ccc(OC(=O)c3ccco3)cc2)cc(OC)c1OC
Energy above the lowest of the compared OMol25 structures with the same formula, charge and spin ... 0.0 kJ/mol
HOMO level ... -8.43 eV